Density functional theory data (ωB97M-V/def2-TZVPD) for the molecule C3H6N2O2.

Last column: Löwdin charge in e.
Element x y z (Å)
H 1.61530 -0.04928 -2.20477  0.0602
N 1.06977 -0.17766 -1.35690  0.1253
C 1.63308 0.41392 -0.39056  -0.3100
O 1.13515 0.46718 0.84967  -0.0552
C 0.03492 -0.36886 1.21748  -0.0939
C -1.17089 -0.55559 0.29779  -0.5452
N -1.65778 0.57315 -0.31222  0.1534
O -1.77863 -1.60613 0.34568  0.0630
H 2.56837 0.98125 -0.42044  0.1359
H 0.38916 -1.36213 1.50113  0.1353
H -0.37624 0.13039 2.09876  0.1379
H -2.48791 0.39086 -0.85989  0.1084
H -0.97430 1.16290 -0.76571  0.0851

Computed properties:
highest occupied orbital energy: -9.87 eV
HOMO-LUMO gap: 10.64 eV
LUMO energy: 0.7629 eV
ΔE to the lowest compared entry with this formula, charge and spin: 34.8 kcal per mole
strongest force on any atom: 0.5 eV/Å
M: 102.1 g/mol

Density functional theory data (ωB97M-V/def2-TZVPD) for a structure of composition C3H6N2O2 in a non-equilibrium geometry.

Last column: Löwdin charge in e.
Element x y z (Å)
C 2.68928 0.13908 0.85262  -0.3313
N 2.30304 -0.47761 -0.29072  0.1048
C 0.98019 -0.07015 -0.24051  0.1974
C -3.13271 -0.03895 -0.79913  -0.6146
N -2.68841 -1.24200 -0.50668  0.0039
O -2.50681 0.86280 -1.39647  -0.1281
O 2.40292 1.34020 1.32175  0.0893
H 3.10987 1.29917 0.43855  0.2274
H 3.41209 -0.40862 1.47514  0.1613
H 0.65941 0.86496 -0.68356  0.1050
H 0.25738 -0.59336 0.38533  0.1042
H -3.34160 -1.89360 -0.09434  -0.0151
H -4.14466 0.21808 -0.46199  0.0959

Computed properties:
highest occupied orbital energy: -7.24 eV
HOMO-LUMO gap: 3.80 eV
LUMO energy: -3.4430 eV
ΔE to the lowest compared entry with this formula, charge and spin: 248.8 kcal per mole
strongest force on any atom: 5.7 eV/Å
M: 102.1 g/mol

Density functional theory data (ωB97M-V/def2-TZVPD) for the molecule C3H6N2O2 in a non-equilibrium geometry.

Last column: Löwdin charge in e.
Element x y z (Å)
N 0.16586 -1.59168 -0.58239  0.1750
C 0.19389 -0.35227 0.63060  -0.5899
O 0.46295 -0.85569 1.71272  -0.0068
C 0.89385 0.89047 0.06135  -0.0995
O -0.07324 1.92303 0.24829  -0.0491
C -1.28989 1.31104 0.19392  -0.2395
N -1.34800 0.05283 0.23423  0.0983
H 0.22226 -2.47165 -0.07234  0.1242
H 0.79694 -1.55841 -1.37456  0.1125
H -0.80683 -1.33280 -0.79230  0.0869
H 1.09708 0.80397 -1.01525  0.1215
H 1.79794 1.15390 0.60750  0.1327
H -2.11283 2.02726 0.14824  0.1336

Computed properties:
highest occupied orbital energy: -8.94 eV
HOMO-LUMO gap: 9.54 eV
LUMO energy: 0.6029 eV
ΔE to the lowest compared entry with this formula, charge and spin: 71.8 kcal per mole
strongest force on any atom: 1.3 eV/Å
M: 102.1 g/mol